Entry 1:
{"formula": "C23H24BiN5OS", "method": "wB97M-V/def2-TZVPD", "symbols": ["Bi", "C", "C", "C", "C", "C", "C", "N", "N", "C", "C", "C", "C", "C", "N", "H", "H", "H", "H", "H", "H", "H", "H", "H", "C", "C", "N", "C", "C", "C", "S", "N", "C", "O", "C", "C", "C", "C", "C", "C", "H", "H", "H", "H", "H", "H", "H", "H", "H", "H", "H", "H", "H", "H", "H"], "xyz": [[0.4386, 1.1920, -1.2458], [5.7154, -1.2720, -0.2904], [4.4506, -1.6027, -0.7484], [3.4388, -0.6609, -0.7232], [3.7017, 0.6189, -0.2452], [4.9848, 0.9619, 0.2037], [5.9808, 0.0130, 0.1819], [2.6281, 1.5738, -0.2485], [2.9082, 2.7212, 0.1058], [1.8944, 3.7074, 0.0506], [2.1978, 4.9408, 0.5675], [1.2234, 5.9320, 0.5346], [-0.0093, 5.6513, -0.0236], [-0.2364, 4.3872, -0.5343], [0.7050, 3.4305, -0.4983], [6.5037, -2.0152, -0.3028], [4.2487, -2.5965, -1.1263], [2.4516, -0.9342, -1.0774], [5.1844, 1.9610, 0.5596], [6.9735, 0.2704, 0.5284], [3.1814, 5.1065, 0.9856], [1.4333, 6.9149, 0.9386], [-0.7928, 6.3973, -0.0701], [-1.1823, 4.1299, -0.9921], [-4.8193, -1.9769, 0.4643], [-4.2655, -1.3411, -0.8044], [-3.5456, -0.0748, -0.5051], [-4.3696, 1.1526, -0.5730], [-4.5535, 1.6486, -1.9984], [-2.2791, -0.1190, -0.1339], [-1.4976, 1.4402, 0.3225], [-1.6707, -1.2787, -0.0037], [-0.3824, -1.5554, 0.0806], [0.5781, -0.8071, -0.3537], [0.0250, -2.8373, 0.6723], [1.3558, -3.0232, 1.0503], [1.7500, -4.2174, 1.6226], [0.8234, -5.2383, 1.8004], [-0.4999, -5.0637, 1.4146], [-0.9038, -3.8625, 0.8558], [-5.3059, -2.9203, 0.2146], [-5.5622, -1.3337, 0.9415], [-4.0202, -2.1789, 1.1802], [-5.0662, -1.0793, -1.4900], [-3.5923, -2.0116, -1.3212], [-3.9180, 1.9230, 0.0379], [-5.3258, 0.9071, -0.1148], [-3.5970, 1.9686, -2.4283], [-5.2350, 2.5020, -2.0047], [-4.9787, 0.8798, -2.6469], [2.0690, -2.2184, 0.9163], [2.7780, -4.3562, 1.9332], [1.1349, -6.1749, 2.2458], [-1.2161, -5.8651, 1.5456], [-1.9332, -3.7169, 0.5496]], "atomic_forces_ev_per_a": [[-0.239, -0.306, -0.160], [0.099, -0.036, 0.032], [0.054, -0.096, -0.026], [-0.185, 0.065, -0.287], [-0.143, 0.023, 0.009], [-0.236, 0.240, 0.035], [0.063, -0.076, -0.014], [0.165, -0.357, -0.033], [0.002, 0.328, 0.083], [-0.163, -0.207, -0.062], [0.184, 0.356, 0.176], [0.167, 0.105, 0.087], [-0.112, 0.085, -0.011], [0.177, -0.262, -0.127], [0.073, 0.032, 0.151], [-0.031, 0.056, -0.007], [0.003, 0.028, 0.008], [0.326, 0.013, 0.061], [0.009, 0.013, 0.031], [-0.054, -0.012, -0.011], [-0.034, 0.020, 0.001], [-0.006, -0.055, -0.011], [0.061, -0.057, -0.009], [-0.003, -0.047, 0.014], [0.023, 0.058, 0.030], [-0.017, 0.129, 0.267], [0.064, -0.013, 0.012], [0.091, -0.157, -0.109], [0.079, -0.017, -0.090], [-0.103, 0.108, -0.046], [0.075, 0.030, -0.064], [0.140, -0.214, -0.103], [-0.329, -0.125, 0.288], [-0.145, 0.333, -0.158], [-0.099, 0.143, -0.095], [0.119, 0.054, 0.028], [0.047, 0.013, -0.003], [-0.019, -0.042, 0.024], [-0.051, 0.041, -0.041], [-0.123, -0.047, 0.046], [0.008, 0.045, 0.004], [0.063, -0.045, -0.033], [-0.055, 0.002, -0.064], [-0.058, 0.032, -0.049], [0.147, -0.065, -0.060], [0.032, 0.051, 0.132], [-0.051, -0.066, -0.006], [-0.136, -0.045, 0.059], [0.073, -0.075, 0.006], [0.033, 0.065, 0.053], [-0.060, -0.108, 0.049], [-0.051, 0.000, -0.007], [-0.014, 0.026, -0.025], [0.045, 0.041, 0.007], [0.093, -0.004, 0.016]], "homo_energy_ev": -14.293, "homo_lumo_gap_ha": 0.2390, "charge": 2, "total_energy_ha": -1852.1348, "lumo_ev": -7.788}


Entry 2:
{"formula": "C23H24BrN3O3", "method": "wB97M-V/def2-TZVPD", "symbols": ["C", "O", "C", "C", "C", "C", "C", "C", "C", "O", "N", "C", "C", "C", "N", "N", "C", "C", "C", "C", "C", "C", "O", "C", "C", "C", "C", "Br", "C", "C", "H", "H", "H", "H", "H", "H", "H", "H", "H", "H", "H", "H", "H", "H", "H", "H", "H", "H", "H", "H", "H", "H", "H", "H"], "xyz": [[-4.0375, -5.0294, 1.0961], [-3.9427, -3.9746, 0.1669], [-2.9218, -3.0821, 0.2928], [-1.9467, -3.1242, 1.2836], [-0.9534, -2.1656, 1.3333], [-0.8952, -1.1358, 0.3963], [0.1263, -0.1041, 0.3999], [1.1065, 0.0438, 1.2964], [2.0949, 1.1451, 1.3058], [2.5876, 1.5492, 2.3464], [2.3952, 1.6803, 0.0995], [3.3726, 2.7430, -0.0582], [4.6920, 2.2273, -0.5321], [5.1749, 2.1780, -1.8493], [6.3770, 1.6387, -1.8941], [6.6871, 1.3296, -0.6360], [7.9493, 0.7252, -0.3284], [5.7023, 1.6587, 0.2295], [5.8048, 1.4178, 1.6891], [-1.8771, -1.1079, -0.5984], [-2.8808, -2.0514, -0.6595], [-3.9344, -2.0019, -1.7399], [-4.1112, -0.7240, -2.3117], [-4.6537, 0.2633, -1.5537], [-4.8252, 1.4925, -2.1960], [-5.3721, 2.5665, -1.5280], [-5.7532, 2.4166, -0.2040], [-6.5131, 3.8954, 0.7272], [-5.5892, 1.2103, 0.4494], [-5.0391, 0.1326, -0.2225], [-4.9156, -5.6010, 0.7999], [-3.1557, -5.6761, 1.0589], [-4.1753, -4.6564, 2.1157], [-1.9552, -3.9049, 2.0275], [-0.2149, -2.2269, 2.1165], [0.0359, 0.6100, -0.4106], [1.1880, -0.6056, 2.1553], [2.0848, 1.2158, -0.7382], [2.9807, 3.4732, -0.7726], [3.4772, 3.2138, 0.9223], [4.6996, 2.5196, -2.7477], [7.8084, -0.2634, 0.1144], [8.5148, 1.3468, 0.3687], [8.5021, 0.6283, -1.2601], [6.0997, 0.3877, 1.8883], [4.8448, 1.6022, 2.1652], [6.5514, 2.0752, 2.1365], [-1.8594, -0.3240, -1.3421], [-3.6287, -2.6372, -2.5784], [-4.8833, -2.3918, -1.3506], [-4.5225, 1.5805, -3.2273], [-5.5035, 3.5130, -2.0290], [-5.8868, 1.1064, 1.4815], [-4.9105, -0.7979, 0.3059]], "atomic_forces_ev_per_a": [[-0.042, -0.200, 0.161], [0.132, 0.314, -0.213], [0.137, 0.323, -0.165], [-0.191, -0.249, 0.070], [0.023, 0.223, -0.189], [-0.426, -0.449, -0.023], [0.555, 0.283, 0.245], [-0.354, -0.135, -0.089], [-0.096, 0.087, -0.315], [0.057, -0.035, 0.284], [-0.174, 0.139, -0.260], [0.153, -0.044, 0.116], [0.188, -0.011, 0.185], [0.112, -0.060, 0.382], [0.356, -0.070, -0.804], [-0.535, 0.196, 0.154], [0.352, -0.182, 0.094], [-0.272, 0.175, -0.164], [0.061, 0.038, 0.041], [0.143, -0.121, 0.204], [-0.199, -0.235, -0.003], [-0.099, -0.383, 0.070], [0.154, 0.110, -0.147], [-0.201, 0.393, 0.126], [0.104, -0.304, 0.025], [-0.038, 0.006, 0.123], [-0.107, 0.150, 0.201], [0.078, -0.143, -0.091], [-0.092, 0.279, -0.038], [0.105, -0.266, -0.231], [0.074, 0.007, 0.069], [-0.025, 0.038, 0.009], [0.022, -0.008, -0.046], [-0.020, -0.080, 0.060], [0.081, -0.023, 0.099], [0.042, 0.116, -0.038], [0.002, -0.072, 0.080], [0.026, -0.078, 0.145], [0.051, -0.002, 0.145], [-0.097, 0.048, -0.185], [-0.073, 0.081, -0.242], [0.028, 0.039, -0.025], [0.001, -0.038, -0.035], [-0.045, 0.012, 0.072], [0.001, -0.059, 0.091], [0.008, -0.016, 0.047], [0.061, 0.001, 0.089], [-0.016, 0.101, -0.061], [-0.128, 0.046, 0.135], [0.097, 0.091, -0.098], [0.035, 0.007, -0.129], [-0.011, 0.059, -0.033], [-0.017, 0.001, 0.062], [0.017, -0.100, 0.036]], "homo_energy_ev": -8.424, "homo_lumo_gap_ha": 0.3173, "total_energy_ha": -3854.8299, "lumo_ev": 0.210, "relative_energy_kcal_mol": 1.0, "smiles": "COc1ccc(/C=C/C(=O)NCc2cnn(C)c2C)cc1COc1ccc(Br)cc1"}


Entry 3:
{"formula": "C23H24CoN5O4", "method": "wB97M-V/def2-TZVPD", "symbols": ["Co", "C", "O", "C", "C", "C", "C", "C", "C", "N", "N", "C", "O", "C", "C", "C", "C", "C", "C", "C", "O", "H", "H", "H", "H", "H", "H", "H", "H", "H", "H", "H", "H", "N", "C", "O", "C", "C", "H", "H", "H", "H", "H", "H", "N", "C", "C", "C", "N", "C", "C", "H", "H", "H", "H", "H", "H"], "xyz": [[-0.2726, -0.1202, 0.0977], [2.5721, -0.9742, -3.8206], [2.4073, -2.1323, -3.0120], [2.9492, -1.9960, -1.7484], [4.0776, -2.7170, -1.4292], [4.6248, -2.6434, -0.1490], [4.0159, -1.8303, 0.7828], [2.8530, -1.1045, 0.4905], [2.2762, -0.3342, 1.5849], [1.0971, 0.1509, 1.5686], [0.6497, 0.7888, 2.7105], [-0.6316, 1.0433, 2.5938], [-1.3665, 0.7535, 1.5792], [-1.2897, 1.7188, 3.7523], [-2.6673, 1.9048, 3.7389], [-3.3017, 2.5303, 4.8028], [-2.5612, 2.9762, 5.8875], [-1.1839, 2.7924, 5.9050], [-0.5502, 2.1660, 4.8446], [2.2789, -1.1750, -0.8061], [1.1911, -0.5502, -1.1797], [2.2326, -0.0813, -3.2937], [1.9751, -1.1239, -4.7187], [3.6222, -0.8548, -4.1025], [4.5241, -3.3381, -2.1965], [5.5156, -3.2029, 0.1011], [4.4314, -1.7479, 1.7810], [2.8701, -0.2103, 2.4911], [-3.2298, 1.5458, 2.8879], [-4.3757, 2.6674, 4.7862], [-3.0545, 3.4646, 6.7185], [-0.6025, 3.1394, 6.7499], [0.5200, 2.0136, 4.8449], [0.6842, -4.0980, 0.4306], [-0.0800, -3.0926, -0.0253], [-0.4337, -2.1836, 0.7288], [-0.4707, -3.1534, -1.4875], [-1.5910, -2.2454, -1.8268], [1.1015, -3.9903, 1.3410], [1.0896, -4.7596, -0.2078], [-0.7105, -4.1990, -1.7300], [0.4180, -2.8976, -2.0719], [-2.4369, -2.1368, -1.1633], [-1.5979, -1.7130, -2.7651], [-3.0855, 3.5458, -4.1536], [-2.4551, 2.7738, -3.2171], [-2.8945, 2.7355, -1.8905], [-2.2516, 1.9180, -0.9900], [-1.2116, 1.1398, -1.3183], [-0.7878, 1.1753, -2.5888], [-1.3677, 1.9613, -3.5570], [-3.7020, 4.2729, -3.8367], [-2.6121, 3.7270, -5.0209], [-3.7290, 3.3433, -1.5657], [-2.5488, 1.8737, 0.0501], [0.0568, 0.5346, -2.8093], [-0.9806, 1.9489, -4.5677]], "atomic_forces_ev_per_a": [[-0.034, 0.079, -0.033], [0.019, 0.008, 0.000], [-0.028, -0.023, -0.029], [0.036, -0.024, -0.030], [0.020, -0.023, -0.008], [-0.010, 0.014, 0.006], [0.002, -0.002, -0.014], [0.014, 0.008, 0.043], [0.002, 0.004, 0.030], [0.037, -0.053, 0.109], [0.012, -0.003, -0.052], [-0.059, -0.049, 0.026], [0.035, 0.017, -0.015], [0.018, 0.001, -0.026], [-0.011, 0.006, 0.001], [0.003, -0.008, -0.009], [0.011, 0.001, 0.004], [-0.010, 0.002, 0.004], [0.013, 0.000, -0.003], [-0.078, 0.047, -0.021], [0.023, -0.005, 0.046], [0.005, 0.000, -0.011], [-0.005, -0.007, 0.000], [0.008, 0.009, 0.004], [-0.007, 0.005, -0.006], [0.001, 0.001, 0.001], [0.001, 0.000, 0.001], [0.006, -0.002, -0.005], [-0.002, 0.000, 0.003], [0.000, 0.000, 0.000], [0.001, 0.001, 0.000], [-0.002, 0.000, 0.001], [-0.002, 0.000, 0.000], [-0.009, -0.034, 0.027], [0.001, 0.039, -0.045], [0.002, -0.005, 0.020], [-0.010, 0.014, 0.010], [0.002, 0.045, -0.001], [0.010, -0.002, -0.005], [0.010, 0.006, -0.002], [-0.008, -0.004, 0.016], [0.012, 0.009, 0.003], [0.010, -0.009, 0.012], [-0.007, -0.032, -0.012], [0.003, -0.004, 0.003], [-0.001, 0.007, -0.022], [-0.018, 0.012, 0.011], [0.020, -0.002, 0.029], [-0.041, -0.021, -0.064], [-0.008, -0.021, 0.009], [0.008, 0.002, -0.003], [0.001, -0.001, 0.006], [0.003, -0.003, 0.000], [0.002, -0.001, 0.000], [-0.009, -0.003, -0.012], [0.007, 0.008, 0.002], [0.001, -0.005, 0.000]], "homo_energy_ev": [-7.149, -7.156], "homo_lumo_gap_ha": [0.2833, 0.2643], "total_energy_ha": -2848.3759, "lumo_ev": [0.560, 0.035], "relative_energy_kcal_mol": 1.9, "multiplicity": 5}


Entry 4:
{"formula": "C23H24CoN5O4", "method": "wB97M-V/def2-TZVPD", "symbols": ["Co", "C", "O", "C", "C", "C", "C", "C", "C", "N", "N", "C", "O", "C", "C", "C", "C", "C", "C", "C", "O", "H", "H", "H", "H", "H", "H", "H", "H", "H", "H", "H", "H", "N", "C", "O", "C", "C", "H", "H", "H", "H", "H", "H", "N", "C", "C", "C", "N", "C", "C", "H", "H", "H", "H", "H", "H"], "xyz": [[-0.4052, -0.3815, 0.3388], [-2.2890, -0.5661, -4.1558], [-0.9472, -0.0910, -4.1646], [-0.7894, 1.1189, -3.5165], [-0.4763, 2.2326, -4.2630], [-0.2548, 3.4611, -3.6399], [-0.3608, 3.5351, -2.2672], [-0.6455, 2.4105, -1.4818], [-0.6612, 2.6003, -0.0357], [-0.5969, 1.6308, 0.7882], [-0.6049, 1.9274, 2.1362], [-0.5713, 0.8147, 2.8279], [-0.5476, -0.3755, 2.3294], [-0.5683, 0.9413, 4.3137], [-0.5390, -0.2070, 5.0969], [-0.5365, -0.1125, 6.4810], [-0.5647, 1.1324, 7.0917], [-0.5953, 2.2828, 6.3129], [-0.5970, 2.1896, 4.9311], [-0.8679, 1.1508, -2.0984], [-1.1178, 0.0372, -1.4624], [-2.6714, -0.6373, -3.1365], [-2.2774, -1.5519, -4.6179], [-2.9307, 0.0972, -4.7430], [-0.4104, 2.1266, -5.3391], [-0.0220, 4.3407, -4.2242], [-0.2082, 4.4849, -1.7660], [-0.7034, 3.6193, 0.3514], [-0.5195, -1.1695, 4.6050], [-0.5131, -1.0116, 7.0839], [-0.5633, 1.2081, 8.1718], [-0.6184, 3.2561, 6.7865], [-0.6213, 3.0753, 4.3119], [2.5179, 1.3261, -1.8155], [1.9998, 0.1575, -1.3977], [1.6490, 0.0071, -0.2241], [1.8907, -0.9393, -2.4347], [1.9340, -2.2989, -1.8466], [2.3905, 2.1214, -1.2091], [2.6125, 1.5056, -2.8010], [2.6936, -0.7984, -3.1730], [0.9552, -0.7698, -2.9829], [2.3199, -2.4417, -0.8490], [1.5575, -3.1487, -2.3932], [-1.5293, -6.4993, -0.1983], [-1.2867, -5.1580, -0.0846], [-0.8465, -4.5984, 1.1195], [-0.5873, -3.2482, 1.1765], [-0.7219, -2.4311, 0.1251], [-1.1422, -2.9628, -1.0296], [-1.4350, -4.2984, -1.1787], [-1.6366, -7.0371, 0.6435], [-2.0576, -6.8230, -0.9890], [-0.7158, -5.2127, 2.0006], [-0.2680, -2.7766, 2.0975], [-1.2460, -2.2624, -1.8498], [-1.7760, -4.6738, -2.1350]], "atomic_forces_ev_per_a": [[-0.017, 0.123, -0.064], [-0.031, 0.003, 0.000], [0.009, -0.004, 0.002], [-0.004, 0.005, 0.004], [0.009, 0.022, 0.007], [-0.003, -0.005, -0.003], [0.001, -0.004, 0.003], [0.008, 0.045, 0.011], [-0.014, -0.022, -0.044], [0.027, -0.024, 0.057], [-0.004, -0.014, -0.005], [0.010, -0.021, -0.037], [0.013, 0.017, 0.041], [-0.010, -0.008, -0.009], [0.001, 0.002, 0.008], [-0.001, -0.002, -0.003], [0.000, 0.008, -0.001], [0.002, -0.001, 0.003], [-0.001, 0.005, -0.003], [-0.002, -0.040, -0.031], [0.006, 0.005, 0.021], [0.004, 0.002, -0.002], [0.006, -0.001, -0.004], [0.004, 0.000, 0.005], [-0.001, -0.004, 0.000], [-0.003, -0.004, -0.008], [-0.001, -0.004, 0.008], [-0.002, -0.003, 0.015], [0.000, -0.002, 0.001], [0.000, 0.000, -0.001], [0.000, 0.000, 0.000], [0.001, 0.000, 0.001], [0.000, -0.002, 0.001], [-0.038, -0.031, 0.017], [-0.040, -0.015, -0.006], [0.039, 0.021, -0.056], [0.091, 0.015, 0.012], [-0.002, 0.061, 0.061], [0.014, -0.002, 0.002], [0.009, -0.005, 0.004], [-0.030, 0.004, -0.019], [-0.022, -0.028, 0.032], [-0.018, -0.041, 0.006], [0.030, 0.002, -0.050], [0.005, 0.006, 0.008], [-0.004, -0.008, -0.011], [0.003, 0.001, -0.016], [0.004, -0.023, -0.003], [-0.052, -0.041, 0.038], [-0.001, 0.003, 0.004], [0.003, -0.003, 0.001], [0.000, -0.002, -0.001], [0.000, 0.000, -0.001], [0.001, 0.005, 0.005], [-0.001, 0.008, 0.000], [0.000, 0.000, 0.005], [0.003, 0.002, -0.001]], "homo_energy_ev": [-7.195, -7.217], "homo_lumo_gap_ha": [0.2833, 0.2754], "total_energy_ha": -2848.3789, "lumo_ev": [0.515, 0.277], "relative_energy_kcal_mol": 0.0, "multiplicity": 5}